This record from the Open Molecules 2025 dataset describes a cluster of 18 separate species, C41H122N10O29 in total at a distorted geometry. The level of theory is ωB97M-V with the def2-TZVPD basis set.

The value obtained for the lowest unoccupied orbital energy is 0.0167 hartree. Its gap between HOMO and LUMO is 9.20 eV. The net charge is 0. As for the HOMO energy: -8.74 eV.

XYZ file:
```
202
Properties=species:S:1:pos:R:3:forces:R:3
C -3.997923 -0.682286 -2.938544 2.613 -2.880 -1.510
C -5.048346 -0.264050 -2.059344 -3.158 1.885 -2.003
O -4.811601 0.447616 -0.879004 1.353 -0.437 0.090
O -3.377381 -1.974945 -2.576250 -0.243 1.289 1.098
H -3.258788 0.050551 -3.229427 0.452 0.434 0.501
H -4.429864 -0.996300 -3.873727 -0.704 0.432 -0.498
H -5.735393 -1.106754 -2.003941 -0.199 -0.123 0.890
H -5.559184 0.420273 -2.815603 -0.057 -0.218 1.217
H -3.836638 0.319531 -0.711832 -0.637 0.376 0.610
H -3.463982 -1.976444 -1.582718 0.502 -0.415 -0.560
C -2.416763 -1.752072 3.545653 0.545 -2.075 -0.837
C -1.841807 -2.588250 4.747956 -0.332 0.562 -1.250
O -0.460610 -2.798885 4.511118 0.244 0.065 0.614
O -2.009321 -2.315115 2.233895 -0.216 -0.393 1.043
H -2.059668 -0.739793 3.554714 0.302 0.458 0.022
H -3.489366 -1.755911 3.503142 -0.680 0.228 0.608
H -2.305305 -3.592924 4.833521 0.112 0.657 -0.150
H -2.033253 -2.011583 5.669950 0.078 -0.306 -0.167
H -0.000837 -1.958860 4.685848 -0.021 -0.039 -0.234
H -2.225286 -3.282383 2.225948 0.155 0.922 0.144
C 0.949075 5.515312 2.485462 0.373 -0.374 -0.057
C 2.252344 5.617411 1.757749 1.035 0.524 0.675
O 3.003297 4.437234 2.085310 -0.300 0.361 -0.649
O 0.231838 4.436719 1.883281 -0.199 -0.614 1.439
H 0.353641 6.410112 2.464259 -0.314 0.495 -0.352
H 1.228846 5.389234 3.544279 -0.500 -0.513 -0.064
H 2.838426 6.504056 2.110589 -0.440 -0.489 -0.353
H 2.056971 5.702828 0.695241 0.165 -0.052 -0.321
H 3.199605 3.954844 1.250257 -0.084 0.072 0.242
H 0.453069 3.626133 2.420033 -0.380 0.613 -0.724
C -4.853600 -3.664818 1.590899 -0.058 -0.218 -2.004
C -4.868357 -3.006746 0.184680 0.457 1.501 0.809
O -3.751520 -2.077763 0.028706 -0.365 -0.550 -0.232
O -3.842572 -4.655455 1.810085 0.201 2.354 1.294
H -5.864884 -4.028367 1.795163 0.184 -0.038 0.289
H -4.580754 -2.827449 2.185252 -0.167 0.401 1.129
H -5.750457 -2.328614 0.082073 0.232 -0.889 0.347
H -4.857194 -3.666856 -0.665591 0.045 -0.584 -0.139
H -3.112448 -2.032014 0.763934 -0.135 -0.294 0.204
H -3.994527 -5.406630 1.293751 -0.469 -1.786 -1.551
C -8.188225 0.559654 1.271772 -0.240 0.686 -0.060
C -7.902772 1.724160 0.297075 -1.347 -0.321 1.769
O -6.580494 2.142215 0.410487 1.296 0.382 -0.626
O -7.364578 -0.588325 1.098891 0.413 0.339 -0.481
H -9.252059 0.292652 1.124614 0.512 -0.276 0.069
H -8.105645 0.952735 2.297864 0.166 -0.199 -0.104
H -8.602534 2.555594 0.589619 0.816 -0.487 -0.073
H -8.266172 1.429970 -0.658417 0.436 -0.244 -1.323
H -5.943648 1.738229 -0.237776 -1.024 -0.023 0.392
H -6.467269 -0.328627 0.783742 -0.858 0.091 0.341
C -5.172168 3.606470 -5.833348 -1.146 1.621 0.353
C -4.004145 3.862842 -4.836567 -1.998 -1.447 -0.302
O -3.581544 2.507747 -4.563049 0.759 1.026 0.426
O -4.900936 2.547682 -6.716758 0.103 0.012 0.364
H -5.355261 4.553378 -6.378052 0.298 -0.552 -0.261
H -6.177077 3.458412 -5.331796 1.133 -0.228 0.040
H -4.404250 4.306729 -3.925334 0.085 0.162 0.052
H -3.295237 4.561032 -5.276328 0.663 -0.485 -0.066
H -3.094390 2.518111 -3.722876 0.052 -0.235 0.013
H -4.563446 1.867536 -6.106189 0.061 0.062 -0.493
C -3.069524 -5.724783 -1.900996 0.333 -0.504 -1.469
C -1.931821 -6.697473 -1.873899 0.986 0.170 2.107
O -1.020519 -6.553089 -2.885485 1.880 0.376 -1.455
O -4.028966 -6.159288 -1.008240 -1.617 -0.559 1.136
H -3.488852 -5.656237 -2.905467 0.102 0.537 -0.120
H -2.687401 -4.803929 -1.508045 -0.046 0.894 -0.341
H -2.176387 -7.717232 -1.750067 -1.225 -1.347 -0.240
H -1.512156 -6.464327 -0.895626 0.677 -0.032 0.348
H -0.143968 -6.951750 -2.674577 -1.224 0.461 -0.025
H -4.608887 -6.788460 -1.456144 0.149 0.101 0.234
C 5.004727 1.112303 0.168339 1.399 -0.187 0.016
C 3.697497 1.642160 0.609014 0.553 0.632 -0.616
O 3.436696 2.841862 -0.126908 -1.634 0.039 -0.126
O 5.110794 -0.073086 0.966482 0.155 -0.359 0.197
H 5.846747 1.817936 0.392994 -0.690 -0.445 -0.030
H 5.061921 0.867092 -0.872463 -0.035 -0.137 -0.640
H 4.004930 1.862003 1.642848 -1.633 -0.050 0.210
H 2.918188 0.895013 0.371893 0.270 0.719 0.777
H 2.495830 2.749968 -0.441163 0.876 0.470 0.393
H 5.632980 -0.708804 0.484855 0.354 -0.316 -0.137
C 0.054194 1.047486 4.890919 -0.383 0.010 0.653
C 0.979853 2.265474 4.908844 0.029 -0.797 -0.340
O 1.406124 2.464695 3.540457 -1.069 -0.143 0.796
O 0.702145 -0.045086 4.254939 0.104 -0.150 0.411
H -0.875625 1.226289 4.334653 0.348 0.279 0.141
H -0.264582 0.794175 5.948003 0.498 0.237 -0.852
H 1.864848 2.039387 5.516374 0.019 -0.114 0.000
H 0.475160 3.092348 5.416839 -0.081 0.307 -0.565
H 2.000162 3.207694 3.458073 0.792 0.508 -0.086
H 1.657428 0.060210 4.420310 0.127 -0.381 -0.103
C -0.652686 3.037769 -2.875617 0.955 -1.139 0.732
C 0.028668 3.922151 -1.838321 0.784 -1.316 -0.324
O 0.400476 3.088373 -0.710010 0.034 0.529 -0.846
O -1.805144 2.310358 -2.408968 0.244 1.144 -0.846
H 0.096503 2.254239 -3.131568 -0.136 0.552 0.070
H -0.784018 3.614957 -3.780366 -0.897 0.072 -0.247
H -0.478826 4.790000 -1.477826 -0.797 0.502 0.027
H 0.922423 4.265471 -2.388509 0.004 -0.011 0.575
H -0.138952 3.356459 0.044505 0.378 -0.011 0.158
H -1.635070 2.135398 -1.480243 -0.216 -0.232 0.374
C 1.660891 -1.993157 1.950178 1.455 1.402 -0.508
C 2.521499 -2.684407 2.938494 -0.410 1.262 0.937
O 2.122591 -3.980182 3.092410 -1.202 -2.360 0.313
O 2.262707 -0.827348 1.350595 -1.571 0.473 0.268
H 0.801657 -1.626327 2.487415 -0.657 -0.059 -0.435
H 1.479165 -2.731297 1.220713 -0.890 -0.711 -1.255
H 2.409904 -2.132778 3.862764 0.511 0.081 0.565
H 3.531732 -2.719463 2.624241 1.265 0.141 -0.323
H 1.163385 -4.030005 3.285575 0.614 0.227 0.068
H 3.180145 -0.775208 1.068883 0.559 -1.022 0.428
C 0.983070 -2.475948 -4.575735 0.375 2.206 0.890
C 0.401993 -1.508893 -3.487417 -0.014 0.139 -0.787
C -0.308153 -0.322648 -4.190750 1.938 0.063 0.549
O 0.800347 0.517230 -4.685634 -1.513 -0.691 -0.583
C 0.377327 1.245267 -5.828076 -0.457 1.324 -0.008
N -0.512269 -2.173369 -2.555337 -0.591 0.085 0.049
H 1.409420 -3.330333 -4.114155 0.441 -0.915 0.482
H 1.798472 -1.911638 -5.074079 -0.565 -0.490 -0.139
H 0.202292 -2.781498 -5.240183 -0.391 -0.163 -0.593
H 1.278996 -0.995433 -2.993116 -0.777 -0.750 0.107
H -0.863884 0.310136 -3.469812 -0.217 -0.564 -0.547
H -0.865432 -0.731223 -5.037677 -0.388 0.398 0.113
H 0.249809 0.669067 -6.768764 0.230 -0.103 0.649
H 1.117156 2.040133 -5.984033 0.082 -0.330 -0.161
H -0.583907 1.811663 -5.665072 0.579 -0.717 0.092
H -1.549918 -2.126978 -2.709128 1.146 0.064 -0.438
H -0.263734 -3.129374 -2.344289 0.131 -0.010 -0.158
C 3.556312 3.661371 -3.329660 -0.717 0.181 0.303
C 4.632485 2.631662 -3.336817 -0.054 -1.544 -1.139
C 4.038388 1.189657 -3.231144 0.213 1.399 1.095
O 5.122253 0.280933 -3.078501 -0.526 0.112 -0.047
C 4.610993 -0.980611 -2.758307 -0.966 -0.790 -0.890
N 5.370606 2.719396 -4.617398 -1.030 0.304 0.796
H 3.193490 3.647816 -2.310373 -0.404 0.403 0.157
H 2.720152 3.438940 -4.002938 0.242 0.000 -0.072
H 3.948495 4.659243 -3.544016 -0.043 -0.068 -0.025
H 5.212024 2.786448 -2.427448 0.545 0.001 -0.010
H 3.458521 0.973118 -4.132577 -0.125 -0.145 0.128
H 3.393409 1.129508 -2.288022 0.433 0.077 -1.197
H 5.421245 -1.690319 -2.732376 0.288 -0.218 0.238
H 3.863596 -1.362853 -3.500925 0.629 0.396 0.055
H 4.012957 -0.992370 -1.842106 0.300 0.196 0.508
H 6.166638 2.120229 -4.620062 0.679 -0.200 -0.051
H 5.607845 3.688268 -4.785574 0.381 -0.166 -0.096
C 1.995192 -6.059093 -0.580957 -1.896 -1.435 -0.018
C 3.408763 -6.278434 -0.101884 0.196 -0.048 0.655
C 4.376676 -5.217667 -0.675012 0.120 0.029 -0.937
O 4.740203 -5.291323 -2.099054 0.157 -1.052 1.314
C 5.628923 -6.439980 -2.239905 -0.779 0.757 -0.810
N 3.591301 -6.219989 1.362930 -0.112 1.407 0.257
H 1.895902 -6.248812 -1.650325 0.256 0.238 -0.231
H 1.525321 -5.107372 -0.374404 0.474 0.702 0.111
H 1.230208 -6.761277 -0.129187 1.095 0.300 -0.157
H 3.754291 -7.263980 -0.432891 -0.124 0.071 0.117
H 5.304048 -5.351874 -0.116984 -0.038 0.461 0.235
H 3.904569 -4.231363 -0.522367 0.467 -0.209 -0.055
H 5.018471 -7.338078 -2.080382 0.575 -0.062 0.187
H 6.473324 -6.333712 -1.541692 -0.265 -0.309 -0.127
H 6.016093 -6.494167 -3.280640 -0.329 0.339 0.658
H 3.154053 -5.384873 1.802399 0.324 -0.731 -0.594
H 3.321206 -6.996513 1.946231 -0.193 -0.393 -0.581
C 5.450181 -0.265107 6.089321 0.779 0.130 1.120
C 4.793538 0.697696 5.133543 -0.373 -2.235 -0.401
C 5.831564 1.330342 4.276973 0.712 1.226 -1.334
O 5.292245 2.355739 3.339376 0.622 -1.827 1.103
C 4.960417 3.566856 3.965237 1.911 0.299 1.466
N 3.795307 -0.079949 4.363978 -0.608 1.716 -0.156
H 6.079059 -1.012575 5.602232 0.064 0.184 -0.403
H 4.719541 -0.863956 6.637955 -0.068 0.393 0.144
H 6.112830 0.291863 6.785115 -0.430 -0.466 -0.134
H 4.258108 1.467029 5.675407 -0.204 0.219 0.214
H 6.420411 0.605586 3.659406 -0.829 0.476 0.332
H 6.547481 1.785528 4.977330 0.049 0.379 -0.378
H 3.958552 3.640947 4.355581 -0.652 -0.002 -0.414
H 5.257221 4.363855 3.288376 -0.601 0.117 0.009
H 5.592056 3.692376 4.884497 -0.182 -0.027 -0.562
H 4.145424 -0.895455 3.886705 0.656 -0.235 0.264
H 3.624412 0.566781 3.603411 -0.699 -0.078 -0.619
C -3.673164 2.423487 3.045606 -0.398 1.819 1.297
O -2.511870 2.368317 3.467568 -0.152 -0.878 -0.737
N -4.435571 3.503415 3.461621 -0.788 -0.553 -0.663
N -4.285740 1.539563 2.208239 0.948 0.346 1.124
H -4.149676 4.118679 4.203927 0.372 -0.313 -0.163
H -5.390141 3.594233 3.145455 0.157 -0.036 0.062
H -5.097270 1.796793 1.686899 -0.680 0.297 -0.146
H -3.597419 1.021836 1.716621 0.545 -0.884 -0.837
C -3.204875 4.949493 -0.432892 0.435 -0.625 -0.066
O -3.669145 5.460973 -1.457007 0.592 -0.645 1.577
N -2.360648 5.580480 0.487309 -0.280 0.553 -0.780
N -3.374731 3.622159 -0.049561 -0.995 0.865 -2.239
H -1.716616 5.008546 1.023082 -0.075 0.102 -0.020
H -1.974404 6.456819 0.158505 -0.154 -0.185 0.096
H -3.134508 3.340393 0.860752 0.142 -0.352 0.927
H -4.045995 3.067187 -0.588256 0.586 0.355 0.487
C -1.057552 0.417546 0.271272 -0.947 0.743 -1.025
O -2.301225 0.556825 0.120181 0.675 -0.055 0.326
N -0.305320 -0.178361 -0.657370 -1.821 -1.489 -1.438
N -0.365676 1.059802 1.232325 0.689 -0.551 1.891
H 0.623945 -0.484857 -0.512812 1.020 0.181 0.710
H -0.787602 -0.869372 -1.297157 0.693 0.819 0.748
H 0.392955 0.465352 1.578590 0.280 0.684 -0.128
H -0.891832 1.418719 2.022744 -0.382 0.014 -0.188
```
Forces are in eV/Å.

Löwdin atomic charge list, values in e, 5 entries:
1 C -0.213
2 C -0.271
3 O -0.092
4 O -0.127
5 H 0.103